[1]
This record from the Open Molecules 2025 dataset describes C16H10AsBrN2OS4Zn as an isolated structure. The level of theory is wB97M-V/def2-TZVPD.

Structure (XYZ):
```
36
Properties=species:S:1:pos:R:3
Zn -0.27 1.53 0.37
Br -2.23 -3.54 5.48
C -2.08 -2.11 4.21
C -2.70 -0.87 4.48
C -2.62 0.15 3.59
C -1.92 0.02 2.33
O -1.94 0.97 1.50
C -1.28 -1.25 2.11
C -0.55 -1.55 0.92
N -0.31 -0.71 -0.03
C 0.38 -1.10 -1.19
C 0.83 -2.35 -1.51
C 1.49 -2.61 -2.74
C 1.71 -1.61 -3.64
C 1.27 -0.29 -3.34
C 1.48 0.81 -4.21
C 1.06 2.05 -3.84
C 0.42 2.21 -2.59
N 0.19 1.21 -1.79
C 0.61 -0.04 -2.13
C -1.39 -2.29 3.06
H -3.22 -0.73 5.42
H -3.06 1.11 3.79
H -0.18 -2.58 0.85
H 0.68 -3.18 -0.82
H 1.83 -3.61 -2.95
H 2.22 -1.80 -4.57
H 1.99 0.65 -5.15
H 1.24 2.91 -4.46
H 0.14 3.19 -2.19
H -0.90 -3.24 2.85
S 3.01 4.55 -0.07
As 1.51 3.83 1.29
S 1.72 1.61 1.55
S -0.49 3.87 0.26
S 1.39 4.80 3.18
```

Output
Spin multiplicity: 1
Largest force on an atom in eV/A: 0.44
Total charge: -2
LUMO energy in eV: 3.83

[2]
This record from the Open Molecules 2025 dataset describes C16H10ClCrF5S as an isolated structure at a distorted geometry. The level of theory is wB97M-V/def2-TZVPD.

Structure (XYZ):
```
34
Properties=species:S:1:pos:R:3
C -3.38 -1.39 -1.51
C -2.14 -1.54 -2.24
C -1.71 -0.26 -2.69
H -1.63 -2.46 -2.52
C -2.60 0.70 -2.11
C -3.67 0.01 -1.43
H -4.52 0.47 -0.93
H -3.92 -2.19 -1.03
H -0.96 -0.07 -3.48
H -2.49 1.76 -2.30
Cr -1.75 -0.35 -0.49
Cl -0.41 -2.06 0.42
C 3.20 0.00 -1.17
C 2.82 1.24 -1.77
C 2.36 0.98 -3.10
H 2.91 2.23 -1.29
C 2.43 -0.45 -3.34
C 2.95 -1.04 -2.13
H 3.22 -2.10 -2.00
H 3.75 -0.12 -0.23
H 1.97 1.72 -3.81
H 2.02 -0.98 -4.18
F 0.81 -0.48 6.11
C 0.47 -0.01 4.90
C 1.32 0.88 4.24
F 2.44 1.30 4.86
C 1.03 1.29 2.94
F 1.91 2.09 2.28
C -0.17 0.89 2.30
S -0.53 1.43 0.73
C -1.10 0.17 3.09
F -2.40 0.08 2.70
C -0.74 -0.39 4.30
F -1.51 -1.33 4.90
```

Output
Spin multiplicity: 4
Largest force on an atom in eV/A: 4.10
Total charge: -1
LUMO energy (spin up / spin down) in eV: 0.56 / 1.90

[3]
This record from the Open Molecules 2025 dataset describes C16H10ClEuF5S as an isolated structure at a distorted geometry. The level of theory is wB97M-V/def2-TZVPD.

Structure (XYZ):
```
34
Properties=species:S:1:pos:R:3
C -2.34 -1.05 -1.37
C -1.60 -1.22 -2.59
C -1.33 0.07 -3.13
H -1.38 -2.18 -3.07
C -1.83 1.06 -2.22
C -2.47 0.38 -1.13
H -2.97 0.85 -0.27
H -2.71 -1.85 -0.70
H -0.83 0.28 -4.09
H -1.80 2.14 -2.37
Eu -0.38 -0.46 0.05
Cl 0.28 -2.74 0.60
C 3.09 0.10 -1.16
C 2.60 1.33 -1.72
C 1.98 1.02 -2.98
H 2.61 2.29 -1.23
C 2.06 -0.38 -3.19
C 2.73 -0.97 -2.06
H 2.84 -2.03 -1.86
H 3.49 -0.03 -0.17
H 1.52 1.75 -3.65
H 1.67 -0.93 -4.04
F -0.80 -1.32 5.80
C -0.62 -0.59 4.68
C -1.68 0.16 4.18
F -2.92 0.08 4.74
C -1.49 0.95 3.06
F -2.55 1.53 2.46
C -0.24 1.05 2.41
S 0.01 2.14 1.12
C 0.80 0.24 2.96
F 1.98 0.15 2.26
C 0.64 -0.52 4.09
F 1.65 -1.31 4.56
```

Output
Spin multiplicity: 8
Largest force on an atom in eV/A: 3.27
Total charge: -2
LUMO energy (spin up / spin down) in eV: 4.62 / 4.62

[4]
This record from the Open Molecules 2025 dataset describes C16H10ClF5PmS as an isolated structure at a distorted geometry. The level of theory is wB97M-V/def2-TZVPD.

Structure (XYZ):
```
34
Properties=species:S:1:pos:R:3
C 0.87 -2.95 0.78
C 0.07 -3.41 -0.31
C -1.30 -3.22 0.03
H 0.45 -3.87 -1.23
C -1.36 -2.60 1.31
C -0.02 -2.45 1.78
H 0.26 -2.04 2.75
H 1.95 -2.98 0.85
H -2.16 -3.51 -0.58
H -2.27 -2.31 1.84
Pm -0.14 -0.75 -0.27
Cl 2.12 -0.35 -1.23
C -1.21 0.89 -2.19
C -2.33 0.60 -1.35
C -2.71 -0.76 -1.58
H -2.82 1.29 -0.67
C -1.80 -1.32 -2.53
C -0.87 -0.30 -2.91
H -0.05 -0.42 -3.62
H -0.71 1.85 -2.27
H -3.57 -1.27 -1.14
H -1.85 -2.33 -2.95
F 3.82 4.34 0.89
C 2.75 3.54 1.10
C 1.46 4.02 0.83
F 1.30 5.26 0.33
C 0.36 3.19 1.04
F -0.87 3.59 0.62
C 0.51 1.88 1.54
S -0.85 0.85 1.83
C 1.83 1.43 1.78
F 2.02 0.11 2.12
C 2.94 2.24 1.59
F 4.18 1.77 1.81
```

Output
Spin multiplicity: 5
Largest force on an atom in eV/A: 2.08
Total charge: -1
LUMO energy (spin up / spin down) in eV: 2.69 / 2.69